78
Properties=species:S:1:pos:R:3 method="wB97M-V/def2-TZVPD" energy_ev=-53007.6107 e_above_lowest_ev=1.129 multiplicity=2 s_squared=0.97 total_charge=+3 homo_lumo_gap_ev="5.441 / 5.427" lumo_ev="-10.3 / -10.4"
Re -0.41 0.61 0.73
C -2.09 0.53 3.33
C -2.95 -0.55 2.70
C -3.37 -0.37 1.26
C -4.68 -0.64 0.92
C -5.10 -0.58 -0.40
C -4.17 -0.25 -1.38
C -2.88 0.02 -0.98
N -2.47 -0.02 0.30
N -0.67 0.48 2.90
C 0.09 1.63 3.47
C 1.37 1.77 2.69
C 2.53 2.28 3.22
C 3.71 2.41 2.43
C 3.71 1.92 1.18
C 2.51 1.24 0.60
N 1.29 1.35 1.41
C 0.00 -0.78 3.37
C -0.01 -1.86 2.33
C 0.11 -3.20 2.66
C 0.10 -4.14 1.64
C -0.05 -3.71 0.32
C -0.15 -2.36 0.07
N -0.11 -1.44 1.06
H -2.13 0.44 4.42
H -2.47 1.52 3.07
H -3.87 -0.60 3.29
H -2.48 -1.53 2.81
H -5.38 -0.91 1.70
H -6.13 -0.79 -0.66
H -4.44 -0.20 -2.42
H -2.14 0.28 -1.72
H 0.28 1.49 4.53
H -0.53 2.52 3.37
H 2.54 2.60 4.26
H 4.59 2.88 2.84
H 4.58 1.98 0.53
H 2.31 1.62 -0.40
H -0.46 -1.12 4.30
H 1.04 -0.54 3.60
H 0.19 -3.50 3.69
H 0.19 -5.19 1.87
H -0.09 -4.41 -0.50
H -0.28 -1.99 -0.93
C -1.26 3.71 1.11
O -1.19 2.56 0.22
C -1.16 2.83 -1.16
C -1.90 3.84 -1.74
C -1.80 4.03 -3.11
C -0.97 3.22 -3.88
C -0.26 2.19 -3.29
C -0.37 1.97 -1.92
N 0.26 0.88 -1.21
N 1.02 0.20 -1.99
C 1.90 -0.77 -1.68
C 2.71 -0.95 -0.52
O 2.79 -0.16 0.58
C 3.59 -2.03 -0.43
C 3.72 -2.93 -1.46
C 2.99 -2.79 -2.66
C 3.17 -3.71 -3.72
C 2.48 -3.56 -4.89
C 1.59 -2.49 -5.03
C 1.38 -1.59 -4.00
C 2.10 -1.71 -2.80
H -1.41 4.61 0.54
H -0.31 3.78 1.64
H -2.09 3.55 1.79
H -2.56 4.46 -1.15
H -2.37 4.82 -3.58
H -0.88 3.38 -4.94
H 0.39 1.55 -3.88
H 4.19 -2.11 0.46
H 4.42 -3.75 -1.36
H 3.87 -4.53 -3.59
H 2.63 -4.25 -5.71
H 1.04 -2.36 -5.96
H 0.68 -0.79 -4.13